{
  "formula": "C26H24F6N6O2Ru",
  "method": "ωB97M-V/def2-TZVPD",
  "homo_ev": [-10.523, -10.639],
  "total_charge": 1,
  "relative_energy_kcal_mol": 0.0,
  "gap_ev": [6.5926, 5.9607],
  "s_squared": 0.800,
  "multiplicity": 2,
  "total_energy_ev": -59268.444,
  "symbols": ["Ru", "C", "C", "C", "C", "C", "C", "N", "C", "C", "C", "C", "C", "C", "N", "N", "C", "C", "C", "C", "C", "N", "H", "H", "H", "H", "H", "H", "H", "H", "H", "H", "H", "H", "H", "C", "C", "O", "C", "F", "F", "F", "C", "F", "F", "F", "H", "H", "H", "N", "C", "N", "C", "C", "O", "C", "C", "H", "H", "H", "H", "H", "H", "H", "H"],
  "coordinates": [[0.205, 0.179, 0.063], [1.858, 2.475, 4.830], [0.985, 2.996, 3.881], [0.366, 2.158, 2.972], [0.592, 0.785, 3.023], [1.478, 0.262, 3.969], [2.108, 1.111, 4.863], [0.004, -0.043, 2.046], [-0.461, -1.297, 2.363], [-0.764, -1.765, 3.655], [-1.242, -3.045, 3.821], [-1.433, -3.896, 2.727], [-1.168, -3.451, 1.447], [-0.702, -2.159, 1.277], [-0.435, -1.578, 0.030], [-0.442, -2.285, -1.018], [-0.111, -1.532, -2.128], [-0.135, -2.119, -3.389], [0.157, -1.349, -4.490], [0.459, -0.001, -4.319], [0.475, 0.514, -3.044], [0.208, -0.235, -1.962], [2.352, 3.133, 5.532], [0.795, 4.060, 3.846], [-0.304, 2.550, 2.217], [1.711, -0.793, 3.958], [2.811, 0.705, 5.578], [-0.643, -1.111, 4.505], [-1.481, -3.395, 4.816], [-1.803, -4.900, 2.882], [-1.319, -4.078, 0.580], [-0.386, -3.168, -3.463], [0.146, -1.784, -5.481], [0.687, 0.635, -5.163], [0.718, 1.550, -2.853], [3.451, -0.223, -1.534], [3.116, -0.124, -0.045], [1.943, -0.743, 0.317], [4.226, -0.841, 0.757], [5.401, -0.192, 0.652], [3.934, -0.940, 2.058], [4.400, -2.081, 0.285], [3.104, 1.369, 0.355], [3.203, 1.591, 1.658], [4.025, 2.099, -0.270], [1.880, 1.910, -0.029], [3.284, -1.250, -1.850], [4.487, 0.052, -1.727], [2.810, 0.440, -2.110], [-1.151, 1.812, -0.180], [-1.889, 2.692, -0.313], [-2.689, 3.709, -0.462], [-3.752, 4.011, 0.516], [-3.737, 5.501, 0.788], [-3.839, 6.228, -0.422], [-2.727, 5.993, -1.264], [-2.676, 4.539, -1.682], [-3.574, 3.440, 1.425], [-4.713, 3.719, 0.088], [-2.816, 5.773, 1.317], [-4.591, 5.776, 1.402], [-1.797, 6.265, -0.750], [-2.846, 6.628, -2.139], [-1.772, 4.324, -2.250], [-3.551, 4.292, -2.287]],
  "forces_ev_per_angstrom": [[0.850, 0.711, 0.230], [-0.036, 0.050, -0.035], [0.056, 0.032, 0.061], [-0.100, 0.031, -0.086], [-0.016, -0.252, 0.031], [0.015, 0.014, -0.018], [0.009, -0.037, -0.007], [0.033, 0.189, -0.006], [0.010, 0.244, 0.103], [0.026, 0.053, 0.031], [0.001, 0.005, 0.015], [-0.002, -0.054, -0.051], [-0.033, -0.191, -0.053], [-0.095, 0.016, 0.020], [-0.460, 0.211, 0.084], [0.036, -0.261, -0.164], [-0.064, -0.080, -0.227], [-0.055, -0.255, -0.115], [-0.023, -0.138, -0.075], [0.015, 0.121, 0.059], [-0.030, -0.008, 0.009], [0.077, 0.353, 0.007], [-0.012, -0.003, -0.013], [0.004, -0.009, 0.001], [0.004, 0.015, 0.017], [0.007, -0.004, 0.009], [-0.015, 0.005, -0.013], [0.005, 0.009, 0.009], [0.002, 0.008, -0.015], [0.005, 0.017, -0.001], [-0.014, -0.001, 0.025], [0.013, 0.036, -0.020], [-0.006, -0.012, 0.027], [-0.002, 0.002, 0.022], [0.011, 0.018, 0.025], [0.031, -0.020, -0.048], [0.059, 0.059, -0.032], [-0.075, -0.268, 0.015], [0.138, -0.081, 0.123], [-0.105, -0.042, -0.010], [0.026, -0.011, -0.117], [-0.013, 0.086, 0.038], [0.197, 0.079, 0.055], [0.000, 0.022, -0.078], [-0.111, -0.026, 0.089], [-0.168, -0.012, -0.003], [-0.013, 0.011, -0.001], [-0.013, -0.020, -0.015], [0.050, -0.010, 0.008], [-0.211, -0.706, 0.172], [-0.151, 0.259, -0.154], [0.101, -0.101, 0.043], [0.055, -0.097, -0.063], [0.024, 0.100, -0.041], [0.042, -0.009, 0.019], [-0.047, 0.071, 0.066], [-0.017, -0.135, 0.039], [0.011, -0.011, -0.008], [-0.015, -0.031, -0.011], [0.012, 0.030, 0.007], [-0.018, 0.026, 0.009], [0.012, 0.032, 0.023], [-0.010, 0.030, -0.007], [0.004, -0.020, 0.005], [-0.011, -0.038, -0.009]],
  "lowdin_charge": [1.30, -0.06, -0.07, -0.04, -0.28, -0.03, -0.05, -0.01, -0.20, 0.00, -0.04, -0.05, 0.01, -0.17, -0.14, 0.14, -0.30, 0.02, -0.03, -0.04, -0.13, -0.02, 0.11, 0.11, 0.09, 0.12, 0.12, 0.12, 0.12, 0.11, 0.12, 0.13, 0.12, 0.12, 0.12, 0.02, -0.44, -0.22, -0.56, 0.16, 0.16, 0.17, -0.52, 0.19, 0.18, 0.04, 0.11, 0.10, 0.07, 0.09, -0.20, -0.07, -0.09, -0.18, -0.11, -0.18, -0.09, 0.14, 0.14, 0.13, 0.14, 0.13, 0.14, 0.13, 0.14]
}

{
  "formula": "C26H25ClMgN3O5SeSi",
  "method": "ωB97M-V/def2-TZVPD",
  "homo_ev": -4.868,
  "total_charge": -1,
  "relative_energy_kcal_mol": 7.8,
  "gap_ev": 5.8611,
  "total_energy_ev": -133271.179,
  "symbols": ["Mg", "Cl", "C", "C", "C", "C", "O", "C", "C", "O", "C", "H", "H", "H", "H", "C", "O", "C", "C", "C", "C", "C", "C", "O", "C", "O", "C", "H", "H", "H", "H", "H", "H", "H", "H", "H", "Se", "N", "C", "C", "C", "C", "N", "C", "N", "H", "H", "H", "C", "Si", "C", "C", "C", "C", "H", "H", "H", "H", "H", "H", "H", "H", "H"],
  "coordinates": [[0.064, 0.169, -0.036], [2.462, -5.391, 4.170], [2.164, -4.118, 3.003], [3.246, -3.577, 2.285], [3.049, -2.585, 1.369], [1.748, -2.043, 1.103], [1.598, -1.125, 0.247], [0.669, -2.627, 1.842], [-0.705, -2.242, 1.644], [-1.133, -1.404, 0.861], [0.903, -3.651, 2.781], [4.242, -3.956, 2.474], [3.878, -2.156, 0.823], [-1.436, -2.797, 2.262], [0.064, -4.064, 3.329], [3.432, 4.773, -3.947], [2.086, 5.194, -3.918], [1.210, 4.428, -3.200], [-0.114, 4.920, -3.169], [-1.047, 4.204, -2.475], [-0.760, 3.004, -1.787], [-1.819, 2.241, -1.170], [-3.267, 2.683, -1.209], [-1.642, 1.170, -0.578], [0.597, 2.515, -1.808], [0.996, 1.467, -1.223], [1.556, 3.275, -2.553], [3.968, 5.514, -4.536], [3.532, 3.791, -4.416], [3.855, 4.728, -2.940], [-0.354, 5.841, -3.679], [-2.057, 4.588, -2.462], [-3.478, 3.616, -1.719], [-3.606, 2.756, -0.175], [-3.840, 1.881, -1.677], [2.562, 2.882, -2.550], [-1.258, 0.515, -5.274], [-0.793, -1.172, -5.611], [-0.515, -1.710, -4.442], [-0.140, -3.082, -4.228], [0.122, -3.454, -2.961], [0.046, -2.489, -1.881], [-0.275, -1.248, -2.014], [-0.578, -0.834, -3.300], [-0.926, 0.410, -3.541], [-0.075, -3.757, -5.070], [0.416, -4.465, -2.713], [0.301, -2.823, -0.882], [-1.107, 2.646, 5.538], [0.496, 2.690, 4.558], [0.928, 4.494, 4.268], [1.840, 1.949, 5.641], [0.343, 1.803, 3.011], [0.235, 1.201, 1.945], [-1.021, 3.183, 6.485], [-1.389, 1.612, 5.749], [-1.915, 3.094, 4.957], [1.021, 5.043, 5.208], [0.159, 4.974, 3.660], [1.871, 4.573, 3.724], [1.937, 2.481, 6.590], [2.800, 1.984, 5.123], [1.619, 0.901, 5.850]],
  "forces_ev_per_angstrom": [[0.042, 0.283, 0.482], [-0.019, 0.030, -0.029], [0.005, -0.006, 0.006], [0.055, -0.024, 0.011], [-0.002, -0.008, 0.034], [0.014, 0.098, 0.040], [0.050, -0.090, -0.151], [-0.169, -0.146, 0.115], [0.139, 0.034, 0.015], [-0.093, 0.063, -0.155], [0.052, -0.021, 0.023], [0.010, -0.005, -0.001], [0.017, 0.004, -0.005], [0.021, -0.001, 0.011], [-0.016, -0.007, 0.004], [0.022, -0.021, 0.010], [-0.087, 0.006, 0.033], [0.096, 0.068, -0.081], [0.020, -0.103, 0.066], [-0.007, 0.002, -0.009], [-0.116, 0.077, -0.104], [0.130, 0.012, 0.079], [-0.063, 0.014, 0.042], [-0.057, -0.119, -0.102], [0.021, 0.010, 0.097], [-0.007, -0.139, -0.168], [-0.055, 0.068, -0.007], [0.011, -0.014, 0.006], [0.009, 0.004, -0.001], [0.009, 0.004, -0.014], [0.001, 0.030, -0.025], [-0.006, 0.019, 0.001], [0.007, 0.022, -0.019], [-0.003, 0.003, -0.001], [0.011, -0.004, -0.012], [0.015, -0.003, -0.009], [0.409, -0.008, 0.082], [-0.349, -0.133, 0.041], [0.201, -0.193, -0.219], [-0.011, 0.235, -0.103], [0.013, 0.161, 0.218], [0.115, -0.371, -0.128], [-0.091, 0.184, -0.282], [0.092, 0.253, 0.491], [-0.330, -0.147, -0.103], [-0.016, -0.015, -0.013], [-0.016, -0.020, -0.019], [-0.044, 0.034, -0.016], [-0.052, -0.044, -0.035], [0.027, 0.091, 0.125], [0.010, 0.029, -0.036], [0.027, -0.048, -0.019], [-0.038, -0.051, -0.024], [-0.024, -0.168, -0.266], [0.006, 0.019, 0.034], [-0.015, -0.019, 0.024], [-0.028, 0.018, -0.001], [0.005, 0.023, 0.021], [-0.022, 0.023, -0.006], [0.030, 0.013, -0.005], [0.005, 0.015, 0.032], [0.034, 0.003, 0.000], [0.003, -0.024, 0.023]],
  "lowdin_charge": [0.51, 0.59, -0.68, -0.11, 0.00, -0.37, -0.09, -0.13, -0.20, -0.02, -0.08, 0.10, 0.11, 0.13, 0.11, -0.10, -0.09, -0.29, -0.04, -0.05, -0.11, -0.38, 0.00, -0.03, -0.35, -0.08, 0.05, 0.08, 0.09, 0.09, 0.10, 0.09, 0.05, 0.09, 0.09, 0.11, 1.13, -0.25, -0.40, -0.01, -0.03, -0.08, 0.13, -0.40, -0.18, 0.11, 0.10, 0.10, -0.21, 0.35, -0.21, -0.21, -0.27, -0.08, 0.02, 0.02, 0.02, 0.02, 0.02, 0.02, 0.02, 0.02, 0.02]
}

{
  "formula": "C26H25F7InN3O2S",
  "method": "ωB97M-V/def2-TZVPD",
  "homo_ev": -7.952,
  "total_charge": 0,
  "relative_energy_kcal_mol": 0.2,
  "gap_ev": 7.7921,
  "total_energy_ev": -70966.619,
  "symbols": ["In", "C", "N", "C", "C", "C", "N", "C", "C", "F", "C", "F", "C", "C", "F", "C", "F", "H", "H", "H", "H", "H", "H", "H", "H", "H", "H", "H", "F", "C", "F", "F", "C", "C", "C", "C", "N", "C", "S", "H", "H", "H", "C", "C", "C", "C", "C", "C", "C", "C", "C", "C", "O", "O", "H", "H", "H", "H", "H", "H", "H", "H", "H", "H", "H"],
  "coordinates": [[0.690, -0.285, -0.475], [2.952, 0.175, -2.732], [2.580, -0.987, -1.917], [2.313, -2.146, -2.772], [3.619, -1.318, -0.924], [2.961, -1.871, 0.338], [2.213, -0.786, 0.951], [2.644, -0.058, 2.009], [2.013, 1.176, 2.270], [1.070, 1.581, 1.383], [2.279, 1.966, 3.361], [1.599, 3.110, 3.517], [3.231, 1.601, 4.292], [3.886, 0.409, 4.062], [4.817, -0.002, 4.933], [3.622, -0.394, 2.969], [4.320, -1.549, 2.886], [3.912, 0.023, -3.238], [2.179, 0.350, -3.480], [3.019, 1.060, -2.099], [3.229, -2.478, -3.275], [1.919, -2.970, -2.177], [1.579, -1.879, -3.528], [4.352, -2.022, -1.335], [4.143, -0.402, -0.647], [2.242, -2.651, 0.065], [3.705, -2.313, 0.990], [3.450, 2.209, 5.156], [-2.651, 3.241, -2.114], [-2.872, 2.557, -3.238], [-4.205, 2.321, -3.305], [-2.578, 3.375, -4.271], [-2.121, 1.255, -3.343], [-2.563, 0.383, -4.326], [-2.000, -0.877, -4.446], [-0.999, -1.216, -3.557], [-0.527, -0.367, -2.651], [-1.062, 0.859, -2.508], [-0.361, 1.820, -1.250], [-3.370, 0.687, -4.980], [-2.346, -1.575, -5.194], [-0.565, -2.208, -3.551], [-3.337, 2.825, 2.818], [-2.805, 1.530, 2.270], [-3.194, 1.087, 1.011], [-2.732, -0.113, 0.489], [-3.239, -0.609, -0.842], [-1.844, -0.881, 1.249], [-1.492, -0.491, 2.543], [-0.682, -1.411, 3.417], [-1.963, 0.724, 3.026], [-1.312, -2.173, 0.683], [-1.768, -3.250, 0.993], [-0.359, -2.038, -0.225], [-3.446, 3.569, 2.029], [-2.678, 3.227, 3.588], [-4.321, 2.667, 3.265], [-3.873, 1.695, 0.422], [-3.577, 0.221, -1.463], [-4.086, -1.278, -0.680], [-2.476, -1.175, -1.377], [0.243, -1.719, 2.930], [-1.252, -2.322, 3.612], [-0.442, -0.933, 4.367], [-1.680, 1.044, 4.024]],
  "forces_ev_per_angstrom": [[0.229, 0.068, -0.126], [-0.019, 0.024, -0.022], [-0.227, 0.246, 0.213], [-0.119, -0.084, 0.005], [0.104, -0.182, 0.263], [0.052, 0.208, -0.033], [-0.543, 0.033, -0.400], [0.089, 0.178, 0.342], [0.029, -0.129, 0.025], [-0.087, 0.105, 0.026], [0.035, -0.006, 0.076], [-0.032, 0.012, -0.054], [0.031, -0.058, 0.003], [-0.081, 0.175, -0.033], [0.051, -0.053, 0.011], [-0.066, -0.044, -0.081], [-0.065, -0.054, -0.103], [-0.015, -0.034, -0.006], [0.001, 0.009, 0.008], [0.061, -0.009, -0.010], [0.004, 0.036, 0.002], [0.003, 0.008, 0.005], [0.024, 0.011, 0.029], [-0.050, 0.046, -0.149], [0.042, -0.006, -0.055], [0.116, -0.100, 0.038], [0.042, -0.006, 0.069], [-0.005, 0.009, -0.009], [-0.053, -0.071, -0.088], [-0.096, 0.116, -0.070], [0.182, 0.090, 0.014], [-0.021, -0.070, 0.086], [0.075, -0.073, -0.072], [0.117, 0.002, 0.078], [-0.047, 0.041, -0.030], [-0.063, -0.007, -0.081], [0.072, 0.049, 0.030], [-0.147, 0.027, -0.526], [0.492, -0.176, 0.445], [-0.015, -0.007, 0.010], [0.012, -0.039, 0.035], [-0.003, 0.010, -0.011], [0.015, -0.070, -0.004], [-0.049, -0.017, -0.098], [0.002, 0.038, 0.092], [0.064, -0.056, -0.041], [-0.073, -0.042, 0.165], [-0.071, 0.090, 0.060], [0.049, -0.066, 0.041], [-0.035, 0.049, -0.033], [-0.009, 0.033, 0.002], [-0.136, -0.263, -0.296], [0.079, 0.111, 0.071], [0.053, -0.076, 0.080], [0.005, 0.017, 0.012], [-0.011, 0.023, -0.001], [0.003, 0.049, 0.018], [0.015, -0.008, -0.021], [-0.049, -0.096, 0.079], [-0.008, -0.016, -0.024], [-0.166, 0.017, 0.052], [0.112, 0.005, -0.026], [0.027, 0.012, 0.032], [0.042, -0.009, -0.012], [0.029, -0.020, -0.003]],
  "lowdin_charge": [0.80, -0.08, -0.31, -0.07, -0.17, -0.20, -0.06, -0.17, -0.15, 0.00, -0.22, 0.10, 0.06, -0.22, 0.09, -0.13, 0.07, 0.10, 0.09, 0.09, 0.10, 0.10, 0.07, 0.13, 0.13, 0.11, 0.12, 0.13, 0.11, -0.59, 0.13, 0.14, -0.13, 0.01, -0.03, -0.12, -0.02, -0.66, 0.79, 0.13, 0.11, 0.12, -0.04, -0.25, -0.01, -0.22, -0.01, -0.11, -0.21, -0.02, 0.00, -0.58, 0.11, -0.12, 0.08, 0.08, 0.08, 0.12, 0.07, 0.11, 0.07, 0.08, 0.09, 0.08, 0.12]
}